The following is a quantum chemistry calculation of C38H51N3ReSi3Te as an isolated structure, from OMol25.

CARTESIAN COORDINATES (ANGSTROEM)
Re -0.751157 0.099199 -0.143847
C 2.850289 -0.611154 1.137925
Si 1.426297 -0.321020 2.343202
C 1.855255 -1.542970 3.682558
C 1.183590 1.509817 2.982759
C -0.450024 -0.981673 1.484119
Si -0.409207 -2.915266 1.313182
C -1.885942 -3.338245 0.314631
C -0.869864 -3.762759 2.917986
C 1.201716 -3.506714 0.760448
Si -1.687698 -0.396788 2.864315
C -3.398738 -1.192316 2.898251
C -1.273134 -0.221294 4.652092
C -1.996500 1.360015 2.365992
C -2.504638 2.339031 3.233165
C -2.468965 3.662789 2.866884
C -2.048138 4.029839 1.584529
C -1.621225 3.042618 0.769213
N -1.503894 1.783324 1.156582
H 2.976513 -1.550945 0.575857
H 3.709515 -0.451943 1.718226
H 2.775616 0.119728 0.324706
H 1.361615 -2.479238 3.446849
H 1.361373 -1.319300 4.602617
H 2.896856 -1.626142 3.869326
H 2.125080 1.927250 3.373766
H 0.450391 1.659698 3.746263
H 0.956682 2.231634 2.175006
H -2.139557 -2.579319 -0.506377
H -2.683025 -3.112828 1.038193
H -1.985602 -4.310367 -0.094908
H -1.815841 -3.278669 3.311957
H -0.302473 -3.996519 3.798295
H -1.352594 -4.619069 2.521614
H 1.957043 -3.651146 1.602372
H 1.617837 -2.981607 -0.108663
H 1.040380 -4.582032 0.414632
H -3.250810 -1.869223 3.718793
H -3.576311 -1.725305 1.977517
H -4.157122 -0.480730 3.030608
H -2.166711 0.077072 5.156246
H -0.630364 0.597385 4.965639
H -0.855486 -1.134893 5.071738
H -2.853884 2.043695 4.231162
H -2.834676 4.446981 3.553256
H -1.987413 5.051019 1.201485
H -1.369360 3.226765 -0.283600
C -3.965643 -1.627248 -4.074495
C -3.764903 -0.942045 -2.763253
C -4.607058 -0.376000 -1.759588
C -3.787618 0.176712 -0.827536
N -2.506871 -0.115416 -1.042166
N -2.545169 -0.769877 -2.324741
C -4.298593 1.012101 0.313570
H -5.045432 -1.456905 -4.351807
H -3.672609 -2.678688 -4.034493
H -3.304866 -1.130248 -4.847143
H -5.663061 -0.128335 -1.711281
H -1.705752 -1.188759 -2.675988
H -4.188416 2.115730 0.274383
H -3.760877 0.581663 1.127588
H -5.329369 0.720902 0.471260
Te 0.601182 2.112444 -1.791939
C 2.241075 1.307137 -2.848515
C 1.966909 0.905023 -4.181412
C 3.034509 0.497893 -4.953697
C 4.387221 0.510079 -4.504656
C 4.606817 0.823277 -3.180463
C 3.533691 1.213776 -2.361294
C 1.537914 3.612576 -0.606634
C 1.325835 4.985429 -0.973816
C 2.081049 6.028578 -0.399460
C 3.030767 5.655094 0.533194
C 3.224470 4.318925 0.879360
C 2.466142 3.257645 0.316353
H 0.968823 0.912512 -4.629069
H 2.880605 0.220635 -5.985636
H 5.104372 0.156939 -5.261487
H 5.591084 0.708668 -2.735859
H 3.677262 1.339285 -1.281169
H 0.660117 5.192320 -1.788992
H 1.940138 7.040808 -0.796001
H 3.577214 6.436363 1.061053
H 4.050069 4.166823 1.562973
H 2.705350 2.279850 0.520869
C 0.149106 -1.020564 -1.248454
C 0.905768 -1.801388 -2.124192
C 0.156917 -2.615883 -2.990744
C 0.745519 -3.510334 -3.864816
C 2.116008 -3.548814 -3.852936
C 2.951614 -2.773722 -2.991435
C 2.327244 -1.865128 -2.180055
H -0.990701 -2.707299 -2.923805
H 0.137533 -4.092541 -4.585100
H 2.586446 -4.205001 -4.561105
H 3.980424 -3.063097 -3.156299
H 2.972054 -1.340283 -1.505627

Force components x, y, z for each atom (eV/Å):
Re 1.918 0.151 -1.596
C -1.758 0.415 -1.745
Si -0.119 0.061 0.209
C -2.086 0.200 -0.157
C 1.086 -0.083 -1.547
C 0.459 0.291 1.078
Si 0.144 0.413 1.306
C -1.206 2.686 -1.170
C -1.817 1.766 0.440
C 1.656 -2.136 -0.310
Si -0.722 0.271 -0.144
C 2.245 -0.709 -0.955
C 1.322 -0.046 0.279
C 0.860 2.208 -0.434
C 0.183 -0.942 0.271
C -0.594 1.456 0.102
C -0.132 0.929 0.601
C 0.517 -0.202 -1.505
N -0.624 -2.094 0.495
H -0.412 0.094 0.916
H 1.457 0.409 0.700
H 0.373 0.274 0.132
H 0.564 -0.481 -0.271
H -0.130 0.559 0.871
H 0.960 -0.206 -0.114
H -0.005 -0.534 0.068
H -0.410 -0.231 0.378
H -0.137 -0.494 0.165
H 0.602 -1.163 0.849
H -0.068 -0.661 -0.222
H -0.053 -1.043 -0.142
H 0.975 -0.117 -0.235
H 0.705 -0.131 0.020
H -0.076 -1.563 -0.248
H -0.871 0.574 -1.147
H 0.087 -0.316 0.576
H 0.053 1.158 0.271
H -0.795 -0.483 0.425
H -0.374 -0.349 -0.120
H -1.060 0.937 0.597
H -1.073 -0.467 0.338
H 0.494 -0.115 -0.382
H -0.302 -0.077 0.279
H 0.052 0.219 -0.516
H 0.317 -0.544 -0.347
H -0.346 -0.236 0.453
H -0.002 0.233 0.572
C -0.758 1.338 -0.776
C -0.771 -0.085 0.537
C -0.297 0.338 -1.204
C -1.744 1.365 1.048
N 1.499 -1.011 -2.608
N 0.627 0.675 2.007
C 0.192 -0.736 -0.269
H 1.239 -0.641 -0.014
H -0.378 0.022 0.083
H -0.817 -0.480 0.760
H 0.129 -0.610 -0.582
H 0.293 0.093 -0.108
H 0.087 -0.826 -0.273
H 0.084 0.355 1.036
H -0.295 0.314 -0.066
Te -0.039 -0.391 0.808
C -0.165 -0.393 -1.042
C 0.133 0.252 0.557
C 1.091 0.248 -0.272
C -1.820 -0.552 -0.758
C 0.140 -0.097 0.450
C 0.004 -0.143 0.741
C -0.938 1.477 -1.255
C 0.641 -0.852 0.211
C -0.981 -1.291 -1.117
C -0.153 0.184 0.675
C -0.061 -0.017 -0.150
C 1.363 3.085 0.504
H 0.269 0.128 0.293
H -0.243 -0.078 -0.073
H 0.090 0.415 0.893
H -0.087 0.207 -0.071
H 0.326 0.289 -0.582
H -0.379 0.209 -0.174
H 0.113 -0.376 0.513
H 0.198 -0.316 -0.265
H -0.191 -0.540 0.133
H 0.415 -2.058 0.666
C -0.760 1.303 1.463
C 0.415 -0.375 -0.900
C -2.366 -0.793 0.155
C -0.477 0.476 -0.335
C 0.939 0.021 -0.090
C -1.913 -1.464 -1.922
C 0.535 -0.441 0.527
H 1.956 0.336 0.042
H 0.551 0.305 0.714
H 0.315 -0.291 -0.089
H 0.355 0.908 0.812
H -0.222 0.635 0.283

The calculation puts the highest occupied orbital energy (alpha / beta) at -16.46 / -16.46 eV. For the total energy, the calculation gives -77733.34181 eV. The maximum force comes out at 3.4 eV/A. As for the spin multiplicity: 1. As for the charge: +3.

Atom charges from the Mulliken analysis, given in e for atoms 1 to 4:
1 Re 0.46
2 C -0.21
3 Si 0.41
4 C -1.07